# 1
Formula: C3H2N2S2
Source: the OMol25 dataset
Level of theory: ωB97M-V with the def2-TZVPD basis set

Last column: natural (NBO) charge in e.
Geometry (Å):
H 1.20 -1.32 -1.80  0.355
N 1.35 -1.19 -0.83  -0.515
C 0.50 -0.39 -0.33  0.298
N -0.50 0.32 -1.04  -0.462
C -1.30 0.96 -0.28  -0.036
S -0.95 0.97 1.43  0.351
C 0.47 -0.08 1.16  -0.370
S 1.43 -0.75 2.31  0.154
H -2.20 1.48 -0.63  0.226

Its charge is 0. The frontier orbital gap comes out at 7.508 eV. The value obtained for the HOMO energy is -9.140 eV. The max |F| comes out at 1.79 eV/Å. As for the calculated total energy: -27792.8335 eV. The calculation puts the energy above the lowest of the compared OMol25 structures with the same formula, charge and spin at 7.5 kcal/mol.

=====

# 2
Formula: C2H41O19
Source: the OMol25 dataset
Level of theory: ωB97M-V with the def2-TZVPD basis set

Last column: natural (NBO) charge in e.
Geometry (Å):
C 0.47 -0.42 -0.54  -0.633
C -0.53 0.62 0.02  -0.092
O 0.32 1.68 0.51  -1.018
H 0.03 -1.24 -0.91  0.193
H 1.10 -0.75 0.29  0.200
H 1.15 -0.01 -1.28  0.209
H -1.14 0.26 0.80  0.138
H -1.12 1.05 -0.84  0.137
O 2.88 -2.42 -0.62  -1.005
H 3.63 -2.96 -0.77  0.478
H 3.10 -1.70 -0.02  0.511
O -2.05 2.92 1.13  -0.983
H -1.30 2.51 0.72  0.484
H -2.08 2.48 1.97  0.482
O -3.49 -0.91 1.78  -1.020
H -3.40 -0.28 1.04  0.489
H -3.04 -1.74 1.66  0.494
O 3.85 -0.55 0.92  -0.939
H 3.54 0.30 0.68  0.503
H 4.69 -0.65 0.48  0.468
O 2.00 -2.22 2.74  -0.998
H 1.57 -2.78 2.12  0.480
H 1.95 -1.31 2.42  0.490
O 2.89 1.62 -0.47  -0.995
H 2.99 2.51 -0.14  0.492
H 2.00 1.41 -0.14  0.515
O 0.78 2.83 -1.82  -0.978
H 0.61 2.10 -1.19  0.502
H 0.37 2.62 -2.68  0.458
O -1.62 -2.50 -3.18  -1.011
H -2.05 -2.18 -2.37  0.475
H -0.67 -2.72 -3.02  0.490
O 1.45 -2.89 -2.93  -0.964
H 1.88 -2.54 -2.18  0.500
H 1.10 -3.72 -2.60  0.459
O -2.91 -1.31 -1.29  -0.970
H -2.65 -0.45 -0.95  0.518
H -3.53 -1.05 -1.99  0.506
O -1.65 1.07 3.20  -0.940
H -1.59 0.50 2.44  0.473
H -2.41 0.63 3.58  0.478
O -3.81 1.02 -0.14  -0.991
H -4.71 1.10 0.31  0.491
H -3.31 1.75 0.13  0.518
O 3.04 0.31 -2.77  -0.989
H 2.87 0.93 -1.99  0.500
H 2.27 0.33 -3.34  0.460
O 1.52 0.60 2.64  -0.999
H 0.95 0.89 1.93  0.495
H 1.08 0.91 3.45  0.481
O 0.81 3.85 2.04  -0.955
H 0.41 3.10 1.63  0.496
H 1.68 3.56 2.18  0.446
O -1.74 4.30 -1.28  -0.944
H -1.88 4.58 -2.19  0.445
H -0.97 3.72 -1.37  0.486
O 0.65 -3.45 0.68  -1.007
H 1.23 -2.89 0.16  0.487
H -0.28 -3.11 0.52  0.494
O -2.00 -3.03 0.45  -0.993
H -2.57 -3.84 0.64  0.499
H -2.31 -2.45 -0.22  0.506

Its charge is -1. The frontier orbital gap comes out at 8.768 eV. The value obtained for the HOMO energy is -6.516 eV. The max |F| comes out at 3.98 eV/Å. As for the calculated total energy: -41644.8577 eV. The calculation puts the energy above the lowest of the compared OMol25 structures with the same formula, charge and spin at 14.3 kcal/mol.

=====

# 3
Formula: C4H7IN
Source: the OMol25 dataset
Level of theory: ωB97M-V with the def2-TZVPD basis set

Last column: natural (NBO) charge in e.
Geometry (Å):
C 0.16 1.40 1.32  0.032
C -1.11 1.84 -0.47  0.011
C 0.70 -0.88 0.90  -0.597
C 0.17 -0.27 -0.43  -0.214
N -0.20 1.08 0.06  -0.421
I 1.18 3.12 1.79  0.449
H -1.74 1.47 -1.37  0.250
H -1.32 2.90 -0.12  0.248
H 1.21 -0.11 1.53  0.248
H 0.06 -1.50 1.38  0.244
H 1.46 -1.64 0.67  0.251
H -0.59 -1.00 -0.81  0.268
H 0.87 0.03 -1.12  0.232

Its charge is +1. The frontier orbital gap (spin up / spin down) comes out at 7.226 / 7.208 eV. The value obtained for the HOMO energy (spin up / spin down) is -13.257 / -13.181 eV. The max |F| comes out at 5.13 eV/Å. As for the calculated total energy: -13839.6293 eV. The calculation puts the energy above the lowest of the compared OMol25 structures with the same formula, charge and spin at 129.8 kcal/mol.

=====

# 4
Formula: C13H18N6O9RuS
Source: the OMol25 dataset
Level of theory: ωB97M-V with the def2-TZVPD basis set

Last column: natural (NBO) charge in e.
Geometry (Å):
Ru 0.13 0.24 0.02  0.900
N 1.39 -0.19 1.64  -0.716
C 1.73 -1.63 1.53  -0.357
C 0.70 -2.42 0.72  0.765
O 0.63 -3.61 0.82  -0.547
O -0.04 -1.70 -0.11  -0.663
H 2.22 0.39 1.71  0.408
H 0.85 -0.02 2.49  0.404
H 1.85 -2.09 2.51  0.240
H 2.68 -1.72 1.01  0.238
N -1.13 0.35 -1.68  -0.574
N -0.43 0.20 -2.90  -0.406
C 0.90 0.25 -2.94  0.345
N 1.50 0.23 -4.12  -0.737
S 1.83 0.35 -1.51  0.066
H -1.82 -0.39 -1.62  0.407
H -1.51 1.31 -1.66  0.449
H -0.98 0.26 -3.75  0.408
H 1.00 0.18 -4.99  0.418
H 2.51 0.24 -4.16  0.436
C -3.05 0.19 3.17  -0.720
C -2.36 0.69 1.95  0.686
C -2.91 1.89 1.27  -0.737
O -1.36 0.09 1.55  -0.597
H -3.30 1.03 3.84  0.254
H -2.46 -0.55 3.69  0.250
H -4.00 -0.25 2.87  0.265
H -2.58 2.77 1.84  0.271
H -4.00 1.89 1.31  0.255
H -2.55 2.00 0.25  0.241
O -1.03 2.99 -1.34  -0.705
C -0.27 3.17 -0.38  0.808
O 0.22 2.25 0.37  -0.718
C 0.13 4.57 -0.01  -0.185
C 0.98 4.80 1.06  -0.078
C 1.32 6.11 1.37  -0.003
C 0.85 7.19 0.66  -0.139
C 0.01 6.92 -0.40  0.016
C -0.37 5.64 -0.75  -0.119
N -0.52 8.05 -1.19  0.532
O -1.26 7.78 -2.11  -0.360
O -0.18 9.16 -0.86  -0.345
N 2.23 6.35 2.51  0.532
O 2.62 5.37 3.12  -0.373
O 2.53 7.49 2.76  -0.340
H 1.38 3.99 1.65  0.257
H 1.13 8.20 0.91  0.292
H -1.03 5.47 -1.58  0.276

Its charge is +1. Its expectation value of S² is 0.7541. The frontier orbital gap (spin up / spin down) comes out at 9.456 / 7.872 eV. The value obtained for the HOMO energy (spin up / spin down) is -12.510 / -12.404 eV. The max |F| comes out at 0.04 eV/Å. The spin multiplicity is 2. As for the calculated total energy: -54549.7032 eV. The calculation puts the energy above the lowest of the compared OMol25 structures with the same formula, charge and spin at 0.0 kcal/mol.

=====

# 5
Formula: C3H4BrNS
Source: the OMol25 dataset
Level of theory: ωB97M-V with the def2-TZVPD basis set

Last column: natural (NBO) charge in e.
Geometry (Å):
C -0.75 -0.61 0.12  -0.292
C -1.21 0.12 -1.13  0.018
N -1.16 1.42 -1.01  -0.619
S -0.66 1.90 0.45  0.661
C -0.43 0.33 1.07  -0.440
H -0.65 -1.64 0.21  0.222
H -1.78 -0.39 -1.93  0.209
H 0.02 0.15 2.01  0.240
Br 3.05 -0.04 0.14  -0.171
H 3.58 -1.23 0.07  0.171

Its charge is 0. The frontier orbital gap comes out at 10.095 eV. The value obtained for the HOMO energy is -9.389 eV. The max |F| comes out at 4.18 eV/Å. As for the calculated total energy: -85542.7211 eV. The calculation puts the energy above the lowest of the compared OMol25 structures with the same formula, charge and spin at 9.4 kcal/mol.

=====

# 6
Formula: C4H12
Source: the OMol25 dataset
Level of theory: ωB97M-V with the def2-TZVPD basis set

Last column: natural (NBO) charge in e.
Geometry (Å):
C -2.58 -0.56 0.84  -0.723
C -1.38 0.03 1.56  -0.833
H -2.41 -1.63 0.68  0.191
H -3.52 -0.60 1.40  0.180
H -2.75 -0.09 -0.12  0.200
H -0.48 -0.20 0.99  0.202
H -1.18 -0.36 2.55  0.189
H -1.29 1.12 1.51  0.194
C 2.47 -0.23 -0.86  -0.822
C 1.48 0.76 -1.52  -0.901
H 3.18 -0.67 -1.56  0.184
H 3.07 0.31 -0.12  0.182
H 1.94 -0.98 -0.27  0.193
H 1.94 1.25 -2.38  0.184
H 0.64 0.17 -1.89  0.187
H 1.14 1.46 -0.77  0.193

Its charge is -1. Its expectation value of S² is 0.7503. The frontier orbital gap (spin up / spin down) comes out at 2.803 / 12.154 eV. The value obtained for the HOMO energy (spin up / spin down) is 1.519 / -7.752 eV. The max |F| comes out at 1.55 eV/Å. The spin multiplicity is 2. As for the calculated total energy: -4340.7718 eV. The calculation puts the energy above the lowest of the compared OMol25 structures with the same formula, charge and spin at 6.1 kcal/mol.